DFT (ωB97M-V/def2-TZVPD) results for an isolated molecule of C16H19ClF2N4O2.

```
44
C16H19ClF2N4O2 ωB97M-V/def2-TZVPD
H -2.78178 -2.49964 -3.83757
C 2.61628 -0.70408 1.44542
C 3.19899 -1.06745 0.06173
F -3.73480 3.41156 -1.38006
H 2.35145 1.49940 -0.68102
H -1.42336 -2.41557 0.94154
C 0.94106 1.93719 2.38932
C 2.45491 1.87754 2.67731
H 3.96461 2.70476 1.53026
H -1.14902 -3.31839 -3.60686
H -3.10339 -2.17886 -1.77616
H 2.84799 -1.50678 2.14644
H 0.31880 1.13872 2.87606
C -1.82793 -2.41977 -3.36453
O 2.25873 -1.19457 -0.91992
H 1.47404 -0.78914 -0.53108
C -1.76016 -3.69566 -0.95873
H -2.63932 -4.23150 -0.58373
C 3.15227 1.99549 1.32937
N -2.43555 0.24023 -0.97687
C 2.14803 2.16469 0.19713
H -4.74337 1.60119 -1.04784
C -2.13492 -2.47408 -1.85151
C -2.51631 1.51536 -0.54462
Cl -1.50777 3.69047 0.79137
O 4.33847 -0.82600 -0.22922
F -4.19252 2.82150 0.53751
H 1.50811 -0.70699 1.27401
C 3.15827 0.66855 2.02747
C -1.27371 -0.37622 -0.68760
C -0.17599 1.35810 0.28370
C -3.83822 2.30817 -0.64291
N 0.95964 1.80577 0.91624
N -0.15604 0.14618 -0.20657
C -1.37397 2.06438 0.10258
C -0.92882 -2.71373 -0.00184
H 1.99865 3.19453 -0.17047
H -1.42806 -1.51315 -3.73005
H 4.14982 0.24731 2.45190
H 2.93245 2.28727 3.50015
H 0.37224 2.83652 2.64296
H -1.01698 -4.35487 -1.50317
N -1.17829 -1.75565 -0.99611
H 0.17547 -2.77277 0.10595
```

Calculated total energy, eV: -44909.595
Molar mass, g/mol: 372.80
LUMO energy, eV: -0.26
ΔE to the lowest compared entry with this formula, charge and spin, kJ/mol: 249.5
Kohn-Sham gap, Ha: 0.3134
HOMO level, eV: -8.79
SMILES: C[C@H]1CCN1c1nc(C(F)F)c(Cl)c(N2C[C@@H]3[C@H](CC(=O)O)[C@@H]3C2)n1